Model a:
An isolated ion of composition C6H12N and charge +1, computed with the ωB97M-V functional and the def2-TZVPD basis.

Charge: +1
Molar mass in g mol⁻¹: 98.169
Kohn-Sham gap (alpha / beta) in eV: 7.97 / 7.97

Cartesian coordinates (Å):
H1 0.5971 1.0043 -1.9430
C1 -1.0102 0.8299 0.6500
H2 -2.8769 -0.3632 -1.1213
H3 2.0920 1.0323 -0.8691
H4 -0.4139 2.4875 1.8976
C2 1.1792 -1.0274 0.6088
H5 1.7286 -0.2493 -2.0447
H6 2.1142 -1.4662 0.2903
H7 -1.4424 1.4511 2.6345
C3 -1.8787 -0.7615 -1.2837
C4 -0.6263 1.4344 1.8667
C5 1.2551 0.4179 -1.3764
H8 0.5287 -1.7713 1.0268
N1 0.5006 -0.2838 -0.4080
H9 1.3471 -0.3616 1.5124
H10 -1.8844 -1.7838 -0.9244
H11 0.2356 0.9603 2.2376
C6 -0.9199 -0.0141 -0.3267
H12 -1.4784 -0.7617 -2.2829

Model b:
An isolated ion of composition C6H12N and charge +1, computed with the ωB97M-V functional and the def2-TZVPD basis.

Charge: +1
Molar mass in g mol⁻¹: 98.169
Kohn-Sham gap (alpha / beta) in eV: 8.02 / 9.57

Cartesian coordinates (Å):
H1 0.0960 2.3855 1.6627
N1 0.2320 -0.2517 -0.5110
H2 2.1123 -1.1540 -0.6644
C1 -0.2877 -1.6547 1.6100
C2 1.3421 -0.7228 -1.3276
H3 -0.3246 -2.6388 2.0905
C3 -0.3914 1.5067 1.2175
C4 0.5630 0.8248 0.3835
H4 1.5387 0.7029 0.9616
H5 -0.6364 0.7575 2.0071
H6 -1.6999 0.6926 -0.9102
H7 -1.6197 -0.6631 -1.8427
C5 -0.1108 -1.4728 0.3508
H8 -0.2634 -1.0163 2.4967
H9 1.7753 0.0341 -2.0042
H10 -0.5179 0.6972 -2.2680
C6 -0.8690 0.0915 -1.4577
H11 0.9800 -1.4299 -2.0737
H12 -1.4342 1.6367 0.7211

Model c:
An isolated ion of composition C6H12N and charge +1, computed with the ωB97M-V functional and the def2-TZVPD basis.

Charge: +1
Molar mass in g mol⁻¹: 98.169
Kohn-Sham gap in eV: 11.49

Cartesian coordinates (Å):
C1 1.8489 -1.0150 0.1075
H1 -0.6368 2.0938 0.9319
H2 2.0225 1.9206 0.0784
C2 -0.4848 0.0837 -0.1347
C3 -0.9504 -0.4815 1.1775
C4 -0.3530 1.6830 -0.0183
H3 -1.0637 0.0796 -2.1599
C5 -1.2591 -0.4333 -1.2729
H4 -1.1800 -1.4801 -1.5141
H5 -0.8044 2.1462 -0.7786
H6 -1.9854 -0.0935 1.4371
H7 1.2688 -1.6188 0.8736
H8 -0.2817 -0.2344 1.8784
C6 1.1505 1.3668 -0.1243
H9 -0.8873 -1.5735 1.0902
N1 1.0102 0.0917 -0.1418
H10 -2.2812 -0.2351 -1.1262
H11 2.7864 -0.7987 0.5722
H12 2.0805 -1.5013 -0.8760

Model d:
An isolated ion of composition C6H12N and charge +1, computed with the ωB97M-V functional and the def2-TZVPD basis.

Charge: +1
Molar mass in g mol⁻¹: 98.169
Kohn-Sham gap in eV: 10.40

Cartesian coordinates (Å):
C1 -1.2070 1.8879 0.4216
H1 1.5335 0.9144 1.0821
C2 1.2873 0.5154 0.1258
H2 0.4444 -1.2734 -1.7082
H3 0.6016 -2.1394 0.6947
C3 -1.1891 0.5745 0.6447
C4 1.9293 0.7333 -0.9818
H4 -1.2732 -1.7643 -1.1640
H5 -2.2019 0.2035 0.9597
H6 -0.3384 2.4756 0.5312
H7 2.8890 1.3815 -1.0110
H8 -2.0803 2.3095 0.5579
H9 -0.8006 -0.1080 -1.7406
C5 -0.4428 -0.9676 -1.2055
N1 -0.0257 -1.5052 1.1512
H10 1.6088 0.3680 -1.9678
C6 -0.2051 -0.4189 0.2178
H11 -0.8921 -1.8610 1.3643
H12 0.3621 -1.3258 2.0279

On energetic grounds, model c is preferred over the next structure by 1.379 eV.

Model a:
The molecule C5H8N2O, computed with the ωB97M-V functional and the def2-TZVPD basis.

Molar mass in g mol⁻¹: 112.132
Kohn-Sham gap in eV: 9.38

Cartesian coordinates (Å):
H1 0.3029 -0.3904 1.1424
H2 0.3494 2.8460 0.9806
N1 1.2818 0.3721 -1.1129
H3 -0.9560 1.1391 2.3706
O1 -1.1681 -1.4649 0.3249
H4 -0.7384 -2.2727 -1.4916
H5 0.3980 -2.6502 -0.1236
C1 0.2360 1.7593 0.6836
C2 -0.2065 -1.8948 -0.5868
H6 1.3353 -1.2631 -2.0279
H7 -1.9466 1.6071 0.9904
C3 -0.6657 -0.1725 0.6577
C4 -1.0417 1.0623 1.3235
C5 0.8336 -0.8322 -1.1654
H8 -0.6086 0.1980 -0.3794
N2 1.0431 1.4813 -0.2495

Model b:
The molecule C5H8N2O, computed with the ωB97M-V functional and the def2-TZVPD basis.

Molar mass in g mol⁻¹: 112.132
Kohn-Sham gap in eV: 9.93

Cartesian coordinates (Å):
H1 -0.8663 -1.8677 -1.7790
O1 -0.7214 1.5328 0.9222
C1 -0.2021 0.5685 0.4359
C2 -3.3933 -0.3391 -0.5694
H2 1.6018 -0.6017 0.5555
H3 3.0658 1.4543 0.4932
H4 0.7474 -1.2164 -1.5796
H5 0.0796 -2.3515 -0.3679
C3 -2.1991 -0.3039 -0.4396
N1 1.2795 0.3443 0.4232
N2 -0.7456 -0.4379 -0.2758
H6 -4.4325 -0.2391 -0.6879
C4 2.0960 1.3873 0.9937
H7 2.2616 1.2529 2.0671
C5 -0.1504 -1.5184 -1.0370
H8 1.5791 2.3358 0.8455

Model c:
The molecule C5H8N2O, computed with the ωB97M-V functional and the def2-TZVPD basis.

Molar mass in g mol⁻¹: 112.132
Kohn-Sham gap in eV: 8.09

Cartesian coordinates (Å):
H1 -2.9083 0.9390 0.1970
H2 2.6968 1.6538 0.6435
H3 -2.4345 0.6769 -1.4832
C1 2.5800 0.7073 0.0994
H4 -0.3061 -2.9974 0.6909
C2 -0.9922 0.0245 -0.0484
H5 3.3449 0.0054 0.4092
C3 1.2377 0.1434 0.3422
H6 -2.9352 -0.6988 -0.4856
C4 -0.3804 -1.1519 0.3198
O1 -0.8708 -2.4051 0.1774
C5 -2.4014 0.2481 -0.4802
H7 -0.2271 1.9543 -0.1402
N1 -0.0078 0.9670 -0.1234
H8 2.6947 0.9167 -0.9689
N2 0.9098 -0.9831 0.8506

Model d:
The molecule C5H8N2O, computed with the ωB97M-V functional and the def2-TZVPD basis.

Molar mass in g mol⁻¹: 112.132
Kohn-Sham gap in eV: 10.07

Cartesian coordinates (Å):
C1 2.1564 0.1924 0.7795
H1 -2.4225 1.5644 0.8106
C2 2.2502 0.1855 -0.6784
H2 1.5617 0.8528 -1.2784
N1 -0.4042 -0.1902 -0.0888
C3 0.3816 -1.1914 -0.0491
H3 3.2770 0.1069 -1.0973
C4 -2.5317 0.8704 0.0069
H4 -2.4932 1.3777 -1.0000
H5 1.1365 0.6203 1.1591
H6 -0.0290 -2.1779 0.1032
C5 -1.7678 -0.4314 0.0105
O1 -2.3105 -1.5337 0.0251
H7 2.9748 0.1516 1.3685
H8 -3.6319 0.6826 -0.0148
N2 1.8526 -1.0799 -0.0566

On energetic grounds, model c is preferred over the next structure by 1.399 eV.

Model a:
The molecule C5H8N2O, computed with the ωB97M-V functional and the def2-TZVPD basis.

Molar mass in g mol⁻¹: 112.132
Kohn-Sham gap (alpha / beta) in eV: 6.50 / 3.45

Cartesian coordinates (Å):
H1 -2.4632 1.4288 0.5862
H2 -1.0896 2.8342 -0.3778
N1 1.0559 -0.4286 0.7363
H3 -1.8633 -0.8956 -0.9749
N2 0.4247 -1.4606 -1.6580
C1 -1.6340 0.9745 0.0427
C2 -0.7796 1.8555 -0.4393
O1 2.2885 -0.3993 0.2874
C3 3.2061 -0.8444 1.1601
H4 2.8338 -1.5470 2.0550
H5 0.1991 1.5934 -0.8720
H6 -1.7358 -0.9311 0.9043
H7 4.2289 -0.8351 0.9258
C4 0.1350 -0.7054 -0.0883
H8 1.3708 -1.8508 -1.4863
C5 -1.3226 -0.5222 0.0036

Model b:
A 2-piece molecular cluster, C5H8N2O overall, computed with the ωB97M-V functional and the def2-TZVPD basis.

Molar mass in g mol⁻¹: 112.132
Kohn-Sham gap in eV: 7.38

Cartesian coordinates (Å):
O1 1.3084 2.4390 -0.8906
H1 1.8807 0.6989 -1.2297
C1 -1.6665 0.0446 1.1579
H2 -0.4314 -0.7910 -1.1872
H3 1.1908 -1.6719 1.0715
H4 -1.1197 2.2352 1.1206
H5 0.5093 -2.9523 -0.0921
H6 1.4722 -1.7485 -0.9717
C2 0.2235 0.5758 0.0637
C3 -0.7187 1.0756 0.8702
H7 -2.6477 -0.1279 1.7288
H8 -0.2173 3.0021 -1.0230
N1 0.8949 1.1017 -1.0468
C4 0.8679 -1.8472 -0.0527
C5 -0.2037 -0.9026 -0.0712
N2 -1.3427 -1.1314 0.5525

On energetic grounds, model b is preferred over the next structure by 1.644 eV.